Density functional theory data (ωB97M-V with the def2-TZVPD basis set) for a molecular structure, C24H34N4O5PbSSb2 at a distorted geometry.

```
71
Properties=species:S:1:pos:R:3:forces:R:3
Pb 0.21535 -1.59759 1.28956 -1.4 -0.2 -0.1
C 2.58605 0.13631 5.11656 0.1 -0.1 -0.3
C 1.61935 -0.14949 4.00616 1.0 -0.7 -0.2
N 1.87895 -0.99079 3.05456 -0.5 0.3 0.1
N 3.06425 -1.61789 3.07426 1.2 0.2 0.6
C 3.26875 -2.60699 2.25276 -0.7 0.0 -0.2
N 4.51605 -3.12729 2.19656 0.2 -0.1 0.1
S 2.12685 -3.38759 1.21206 0.3 -0.6 -0.1
C 0.35815 0.57131 3.96256 -1.0 0.6 0.2
C -0.06235 1.37801 5.02926 0.2 -0.2 -0.2
C -1.24275 2.08761 4.91826 -0.2 0.0 -0.3
C -1.97675 1.99881 3.74316 0.1 0.0 0.3
C -1.51085 1.15281 2.74716 -0.3 0.2 0.0
N -0.39595 0.45391 2.86016 0.5 0.4 0.2
H 3.54265 -0.29999 4.84306 0.0 0.1 0.1
H 2.25035 -0.30939 6.05196 0.0 0.0 0.1
H 2.69325 1.20931 5.26396 0.0 0.1 0.0
H 5.16295 -2.90749 2.93476 0.0 0.1 0.0
H 4.60615 -4.00179 1.70866 0.1 0.0 0.1
H 0.52445 1.45601 5.92986 0.1 0.0 0.1
H -1.58165 2.70321 5.73956 0.0 0.1 0.0
H -2.88685 2.56001 3.60716 -0.1 0.0 0.0
H -2.05295 1.03211 1.81906 -0.1 -0.1 0.0
O -4.66275 -2.15919 -0.10554 -0.6 -0.2 -0.2
C -3.66905 -1.89769 0.72076 0.1 0.2 0.5
O -3.17495 -0.80419 0.86436 -0.1 -0.2 0.3
C -3.20745 -3.13889 1.48086 -0.1 -0.2 0.0
O -1.99085 -3.62569 0.96506 0.1 -0.1 0.0
C -2.01835 -3.90919 -0.43674 0.1 0.1 -0.3
C -1.66795 -2.62799 -1.24794 0.0 -0.5 0.2
O -2.54215 -2.06229 -1.90254 -0.6 0.2 -0.5
O -0.48025 -2.22939 -1.12464 0.6 -0.4 0.2
H -4.80015 -1.41359 -0.71454 0.2 0.0 0.1
H -2.99815 -2.88419 2.52476 -0.2 0.1 -0.2
H -3.99525 -3.90549 1.41606 0.2 0.1 0.1
H -1.23485 -4.65459 -0.59744 -0.1 0.1 0.0
H -2.99165 -4.31019 -0.73664 0.0 0.0 0.1
C 3.42435 -1.60589 -1.40044 -0.3 0.1 0.1
Sb 1.67265 -0.39259 -1.00514 1.3 0.3 -0.8
C 2.73995 1.50331 -0.91014 -0.4 -0.4 -0.1
C 0.99805 -0.42859 -3.09354 -0.1 -0.1 0.4
C 0.96675 0.93631 -3.65244 0.1 0.4 -0.2
C 2.15685 1.51061 -4.08664 0.0 0.0 -0.1
C 2.22175 2.82801 -4.49544 0.1 0.0 0.0
C 1.07265 3.59981 -4.47494 0.0 0.1 0.0
C -0.12995 3.02301 -4.11514 0.0 0.0 0.0
C -0.21475 1.68791 -3.71984 0.3 0.2 -0.1
C -1.53045 1.11061 -3.39554 -0.3 -0.3 0.4
Sb -1.87385 0.74521 -1.24694 -0.2 0.9 -0.6
C -1.46255 2.85571 -0.81714 -0.2 -0.3 0.0
C -4.00525 1.08231 -1.61004 0.4 -0.2 0.3
H 4.03785 -1.15669 -2.17934 -0.1 0.1 -0.1
H 3.08605 -2.58739 -1.72454 0.0 0.0 0.0
H 4.01095 -1.71949 -0.49304 0.0 0.0 0.1
H 3.45445 1.60061 -1.71824 0.1 -0.1 -0.1
H 3.26375 1.55081 0.03926 0.0 -0.1 0.2
H 2.02945 2.31991 -0.97154 -0.1 0.2 0.0
H 0.03645 -0.92549 -3.09804 0.0 -0.1 0.1
H 1.73285 -1.05159 -3.60004 0.1 -0.1 0.1
H 3.04745 0.89711 -4.09934 0.1 0.0 0.0
H 3.16225 3.25021 -4.81744 0.1 0.0 0.0
H 1.11335 4.64321 -4.75164 0.0 0.1 -0.1
H -1.03425 3.61641 -4.14734 -0.1 0.0 0.0
H -1.69445 0.14561 -3.87094 0.0 -0.1 0.0
H -2.32055 1.79151 -3.70894 -0.1 0.0 0.0
H -2.28595 3.47901 -1.14544 -0.2 0.2 -0.1
H -0.56615 3.14421 -1.35734 0.2 0.1 -0.1
H -1.29335 3.02271 0.24176 0.0 0.0 0.2
H -4.15165 2.01461 -2.14584 0.1 0.1 -0.1
H -4.55815 1.12541 -0.67854 -0.1 0.0 0.2
H -4.37595 0.26271 -2.21704 0.0 -0.2 -0.2
```
Positions in Å, forces in eV/Å.

Output
Energy above the lowest of the compared OMol25 structures with the same formula, charge and spin: 0.00 kcal/mol
Total charge: 0

Here are the Löwdin charges for atoms 1 to 8, given in e: 1.02, -0.03, -0.27, -0.09, -0.03, -0.88, 0.07, 0.51